No. 1
{"formula": "C3H14N2O2S", "method": "ωB97M-V/def2-TZVPD", "relative_energy_kcal_mol": 5.2, "homo_lumo_gap_ev": 9.26, "energy_ev": -21248.153, "smiles": "NC[C@H](N)CS.O.O", "species": ["N", "C", "C", "N", "C", "S", "H", "H", "H", "H", "H", "H", "H", "H", "H", "H", "O", "H", "H", "O", "H", "H"], "coordinates": [[-2.6448, 1.6987, 0.4121], [-2.7946, 0.3903, 1.0092], [-2.6612, -0.7844, 0.0439], [-2.6182, -2.0630, 0.7597], [-1.3462, -0.6533, -0.7923], [-1.0736, -2.0756, -1.8595], [-3.0937, 1.8801, -0.4675], [-1.6785, 1.9845, 0.3720], [-3.7334, 0.3195, 1.5755], [-2.1150, 0.2977, 1.8566], [-3.4657, -0.8612, -0.6892], [-3.5073, -2.5408, 0.6916], [-2.3743, -2.0689, 1.7412], [-0.5346, -0.4938, -0.0807], [-1.4413, 0.2130, -1.4395], [-1.1156, -3.0564, -0.9562], [6.0507, 1.0809, -1.4192], [5.4432, 0.5546, -1.9437], [6.8246, 0.5429, -1.2120], [5.8318, 1.9042, 1.1740], [5.4170, 1.4492, 0.4227], [6.6309, 2.2818, 0.8013]]}

No. 2
{"formula": "C3H14N2O3", "method": "ωB97M-V/def2-TZVPD", "relative_energy_kcal_mol": 34.7, "homo_lumo_gap_ev": 9.09, "energy_ev": -12459.654, "smiles": "NC[C@H](N)CO.O.O", "species": ["N", "C", "C", "N", "C", "O", "H", "H", "H", "H", "H", "H", "H", "H", "H", "H", "O", "H", "H", "O", "H", "H"], "coordinates": [[-2.1216, 0.0461, 0.7699], [-1.1071, -0.6042, 1.5990], [0.1167, -1.1382, 0.8749], [1.0894, -0.0806, 0.6077], [-0.2818, -1.7653, -0.4977], [0.8313, -2.3203, -1.1797], [-2.5003, 0.8778, 1.2181], [-1.6440, 0.5272, 0.0062], [-0.6398, 0.1126, 2.2993], [-1.5856, -1.2424, 2.3457], [0.5348, -1.9644, 1.4480], [0.9306, 0.3936, -0.2768], [1.9525, -0.5457, 0.3412], [-0.6900, -0.9501, -1.0823], [-1.0003, -2.5827, -0.3716], [1.1271, -3.1386, -0.7723], [-0.3868, 2.1601, -1.6107], [-0.4183, 1.7196, -2.4698], [-1.2730, 2.4449, -1.3772], [1.7543, 2.5661, -0.0436], [1.4565, 3.3121, 0.4971], [1.1893, 2.8081, -0.8039]]}